Record 1
The molecule C3H9N3 in a non-equilibrium geometry, computed with ωB97M-V with the def2-TZVPD basis set.

Frontier orbital gap ... 8.72 eV
Strongest force on any atom ... 3.91 eV/A
Charge ... 0
Molecular weight ... 87.13 g mol⁻¹
LUMO level ... 0.029 Eh
Relative energy (zero: lowest compared OMol25 entry of this formula, charge and spin) ... 77.01 kcal per mole

The geometry in XYZ format:
```
15
Properties=species:S:1:pos:R:3:nbo_charge:R:1
H 0.108 1.191 -0.941 0.16
H 0.951 2.841 0.384 0.16
N -0.091 -1.693 0.730 -0.61
H -0.313 -2.641 0.131 0.35
H -0.626 -2.341 -1.817 0.20
C 0.254 0.452 -0.137 0.25
N 0.837 0.691 1.024 -0.49
H 2.022 2.316 1.867 0.20
H -2.055 -1.332 -1.418 0.19
C 1.077 2.154 1.284 -0.44
H -0.459 -0.725 -2.510 0.23
H 0.314 2.565 1.950 0.19
H -0.917 -1.377 1.410 0.35
N -0.192 -0.829 -0.409 -0.31
C -0.909 -1.271 -1.549 -0.43
```

Record 2
The molecule C6H10O3 in a non-equilibrium geometry, computed with ωB97M-V with the def2-TZVPD basis set.

Frontier orbital gap ... 10.39 eV
Strongest force on any atom ... 2.32 eV/A
Charge ... 0
Molecular weight ... 130.14 g mol⁻¹
LUMO level ... 0.035 Eh
Relative energy (zero: lowest compared OMol25 entry of this formula, charge and spin) ... 93.16 kcal per mole

The geometry in XYZ format:
```
19
Properties=species:S:1:pos:R:3:nbo_charge:R:1
C -0.129 0.564 0.938 0.04
H -1.660 1.738 0.386 0.23
H -1.251 0.249 -2.106 0.23
C -1.515 0.207 -1.012 -0.44
H 2.790 -0.886 -0.626 0.24
O 0.411 -1.086 -0.684 -0.54
C 2.395 -0.099 0.059 -0.63
H 2.877 0.033 1.061 0.22
H 1.028 -1.221 1.187 0.19
O -1.165 -0.184 1.534 -0.28
O -1.242 -1.444 0.904 -0.26
H -0.212 2.008 -0.722 0.22
H 2.370 0.850 -0.530 0.21
C 0.997 -0.423 0.449 0.07
C -0.978 -1.129 -0.493 0.33
H -1.481 -1.978 -0.995 0.19
H -2.545 0.292 -0.950 0.21
C -0.834 1.300 -0.158 -0.43
H 0.144 1.210 1.756 0.21
```

Record 3
The molecule C3H6Si in a non-equilibrium geometry, computed with ωB97M-V with the def2-TZVPD basis set.

Frontier orbital gap ... 9.80 eV
Strongest force on any atom ... 3.10 eV/A
Charge ... 0
Molecular weight ... 70.17 g mol⁻¹
LUMO level ... 0.029 Eh
Relative energy (zero: lowest compared OMol25 entry of this formula, charge and spin) ... 32.60 kcal per mole

The geometry in XYZ format:
```
10
Properties=species:S:1:pos:R:3:nbo_charge:R:1
H 0.806 1.415 2.076 0.23
C 0.122 0.159 0.175 -0.40
C 0.696 0.648 1.304 -0.15
H -0.413 1.283 -2.438 -0.14
C 0.819 -0.816 1.085 -0.43
H 0.421 -1.620 1.652 0.19
H 1.732 -1.181 0.557 0.16
Si -0.869 0.247 -1.401 0.85
H -2.081 0.918 -1.046 -0.17
H -1.233 -1.053 -1.964 -0.15
```

Record 4
A structure of composition C20H40O40S10 in a non-equilibrium geometry, computed with ωB97M-V with the def2-TZVPD basis set.

Frontier orbital gap ... 9.91 eV
Strongest force on any atom ... 4.91 eV/A
Charge ... 0
Molecular weight ... 1241.17 g mol⁻¹
LUMO level ... -0.021 Eh
Relative energy (zero: lowest compared OMol25 entry of this formula, charge and spin) ... 165.64 kcal per mole

The geometry in XYZ format:
```
110
Properties=species:S:1:pos:R:3:lowdin_charge:R:1
S -0.268 1.524 5.285 0.78
O 5.328 -4.149 -0.026 -0.25
C 4.069 -1.464 1.516 -0.13
S -0.251 4.879 -1.730 0.78
O 1.343 -0.031 -5.616 -0.23
S -4.400 2.017 1.876 0.76
C -0.957 3.302 -3.706 -0.15
S -1.959 -6.008 -3.489 0.69
O 1.678 0.275 0.338 -0.18
C 1.316 1.614 -0.019 -0.18
C 0.713 3.301 3.729 -0.22
H -6.285 -1.359 2.978 0.13
H -3.333 5.276 1.470 0.13
O 5.099 4.448 -2.218 -0.20
O 7.313 -3.010 0.946 -0.24
C -0.495 3.909 4.382 -0.18
O 0.013 6.120 -2.479 -0.25
H 0.295 -5.325 5.200 0.14
H 2.104 5.070 -3.151 0.10
C 4.836 -0.625 0.404 -0.16
H -0.547 1.707 0.994 0.13
O -4.814 1.319 3.135 -0.25
H 4.316 5.246 -4.111 0.13
C 3.222 -2.042 -4.184 -0.14
O -1.866 4.480 -1.789 -0.26
S -4.556 -2.648 0.163 0.76
O 2.111 -5.066 1.312 -0.26
H 3.947 -2.509 -3.518 0.15
O 5.480 -1.644 -0.311 -0.22
O -1.673 -4.422 -3.668 -0.21
C -0.433 -5.106 3.233 -0.14
H -1.199 2.314 -4.096 0.13
H -0.373 -4.373 2.429 0.13
O 2.702 -0.870 -3.588 -0.22
H -0.279 4.911 4.752 0.14
O -0.800 3.075 5.487 -0.20
S 1.216 -0.462 -4.264 0.73
O -3.371 3.315 2.155 -0.25
H -2.603 3.887 0.459 0.10
C -1.766 -3.725 -2.447 -0.17
O 0.572 -1.769 -0.892 -0.24
O -5.250 -3.254 -1.008 -0.25
H -1.141 -2.852 -2.636 0.11
S 0.342 -0.651 0.031 0.74
O -3.801 1.209 0.820 -0.24
H 1.907 -3.551 -5.018 0.14
H -1.442 -4.618 -0.403 0.13
O 2.691 -6.975 2.880 -0.22
O 3.010 4.075 -1.431 -0.25
H 1.730 1.795 -1.011 0.12
H -2.624 4.718 -3.678 0.13
H 1.647 3.527 4.244 0.14
H -0.640 2.511 -0.518 0.10
C 4.267 5.330 -3.025 -0.11
H -4.698 -3.688 3.441 0.13
O -1.366 -5.992 -2.024 -0.17
O 0.803 -2.065 -4.218 -0.20
H 5.595 0.043 0.812 0.13
O 0.061 3.544 -2.744 -0.23
O 0.353 1.974 3.799 -0.21
O -4.671 -3.760 1.410 -0.22
O -3.209 -2.157 0.061 -0.23
O -0.576 0.523 -0.659 -0.16
O -5.549 -1.595 0.996 -0.20
O -1.460 0.642 5.154 -0.25
S 1.937 -5.765 2.615 0.70
C -5.249 -3.256 2.606 -0.16
H 1.756 2.383 0.615 0.13
H 3.720 -0.848 2.346 0.14
O -1.105 -6.770 -4.431 -0.26
H -6.295 -3.553 2.540 0.12
O 0.830 1.146 6.179 -0.24
C -0.161 1.665 -0.024 -0.26
H -1.457 -5.374 3.495 0.15
C -3.405 4.253 1.101 -0.16
H 3.289 -2.095 1.090 0.12
O 0.289 4.777 -0.344 -0.24
H -0.109 -4.510 -1.375 0.12
O 0.397 -6.126 2.675 -0.22
O 1.748 -4.706 3.811 -0.16
H 1.760 -3.496 -3.294 0.13
S 5.895 -2.969 0.626 0.68
H -1.358 3.891 3.717 0.12
H 2.531 6.049 -1.787 0.12
C -4.919 4.141 0.606 -0.12
C 0.478 -4.714 4.316 -0.25
H -2.780 -3.382 -2.243 0.10
O -3.396 -6.146 -3.588 -0.24
O 4.807 2.758 -0.255 -0.25
H -0.632 3.919 -4.544 0.13
C -1.172 -4.737 -1.453 -0.16
C 1.947 -2.871 -4.167 -0.20
S 4.554 4.117 -0.772 0.72
H 4.190 -0.183 -0.355 0.12
H -5.015 3.895 -0.451 0.12
C -5.426 -1.732 2.421 -0.19
H 0.761 3.714 2.722 0.13
H -5.421 5.065 0.896 0.13
C 2.851 5.181 -2.365 -0.17
O -5.528 3.051 1.337 -0.21
O 0.472 0.444 -3.392 -0.25
O 4.801 5.196 0.189 -0.24
C -2.225 3.909 -3.065 -0.13
H -3.004 3.238 -2.705 0.14
H 0.272 -3.685 4.610 0.14
H 4.534 6.386 -2.996 0.12
H 3.437 -1.757 -5.214 0.13
O 5.030 -2.437 1.802 -0.21
O -0.369 -0.998 1.288 -0.26
H -4.679 -1.186 2.997 0.11
```